[1]
Here is C8H16BBrF6NO10PtS2 as an isolated structure at a distorted geometry from the Open Molecules 2025 dataset. Energies are from ωB97M-V/def2-TZVPD.

Calculated values
LUMO energy (alpha / beta): 2.609 / 1.704 eV
HOMO-LUMO gap (alpha / beta): 8.739 / 7.992 eV
multiplicity: 3
HOMO (alpha / beta): -6.13 / -6.29 eV
DFT total energy: -5235.649190 Ha
relative energy (zero: lowest compared OMol25 entry of this formula, charge and spin): 0.0 kJ/mol
net charge: -1

Structure (XYZ):
```
46
C8H16BBrF6NO10PtS2 | the Open Molecules 2025 dataset | ωB97M-V/def2-TZVPD
Pt -0.08 0.89 0.00
Br -1.59 1.80 -1.90
S 0.28 2.06 3.20
S 0.49 3.87 1.46
F -0.85 0.93 3.36
F 0.52 -1.21 -0.84
F 0.85 3.86 -0.10
F 0.19 -2.88 0.72
F 0.87 -0.83 1.42
F 2.32 -2.19 0.19
O -0.54 4.85 1.62
O 4.05 1.44 -1.28
O 1.50 1.44 3.61
O -2.81 -1.75 2.22
O -3.01 -2.08 0.05
O 1.78 4.17 2.02
O -0.29 3.14 3.95
O 2.81 2.02 -2.92
O -1.89 -0.32 0.84
O 1.84 1.30 -1.02
N 0.03 2.31 1.53
C 2.81 1.60 -1.67
C 1.12 0.88 -4.19
C 1.52 2.18 -3.56
C -2.93 -4.20 2.10
C -3.65 -2.89 2.39
C -2.56 -1.79 -1.26
C 4.25 0.67 -0.10
C -2.52 -1.32 1.02
B 1.00 -1.77 0.37
H -3.91 -2.88 3.45
H -2.87 -0.82 -1.64
H 3.92 -0.36 -0.23
H 0.17 0.90 -4.72
H -2.95 -2.53 -1.96
H -2.01 -4.24 2.68
H -4.59 -2.78 1.85
H 1.85 0.49 -4.90
H 0.79 2.63 -2.88
H 1.72 2.88 -4.38
H 5.32 0.54 0.10
H 3.76 1.12 0.76
H -2.64 -4.27 1.05
H 1.02 0.12 -3.40
H -3.59 -5.04 2.31
H -1.48 -1.93 -1.30
```

[2]
Here is an isolated ion of composition C2H8N3 and charge +1 at a distorted geometry from the Open Molecules 2025 dataset. Energies are from ωB97M-V/def2-TZVPD.

Calculated values
LUMO energy: -4.984 eV
HOMO-LUMO gap: 10.709 eV
multiplicity: 1
HOMO: -15.69 eV
DFT total energy: -244.912232 Ha
relative energy (zero: lowest compared OMol25 entry of this formula, charge and spin): 407.9 kJ/mol
net charge: +1

Structure (XYZ):
```
13
C2H8N3 | the Open Molecules 2025 dataset | ωB97M-V/def2-TZVPD
N -0.91 -0.16 0.43
N 0.97 0.59 -0.69
N 0.26 -0.33 0.07
C -1.66 1.05 0.20
C 0.95 -1.56 0.30
H -1.19 2.03 0.17
H 0.94 1.57 -0.60
H 1.94 0.26 -0.98
H 1.57 -1.60 -0.60
H 0.15 -2.27 0.40
H 1.54 -1.47 1.22
H -2.28 0.69 -0.61
H -2.47 1.02 0.98
```

[3]
Here is a 8-piece molecular cluster, H16O8 overall from the Open Molecules 2025 dataset. Energies are from ωB97M-V/def2-TZVPD.

Calculated values
LUMO energy: -0.181 eV
HOMO-LUMO gap: 10.437 eV
multiplicity: 1
HOMO: -10.62 eV
DFT total energy: -611.495405 Ha
relative energy (zero: lowest compared OMol25 entry of this formula, charge and spin): 229.0 kJ/mol
net charge: 0

Structure (XYZ):
```
24
H16O8 | the Open Molecules 2025 dataset | ωB97M-V/def2-TZVPD
O -2.03 -0.30 -2.58
O 0.02 -3.45 0.06
O 3.09 2.17 0.76
O 2.27 -0.19 -0.86
O -3.17 -1.71 1.79
O -0.38 -0.71 0.08
O 0.13 1.78 -1.48
O -0.07 1.57 2.58
H -1.07 -0.35 -0.50
H 0.39 -0.14 -0.09
H 2.18 -0.86 -1.55
H -3.83 -1.25 2.31
H 2.66 1.33 0.56
H 0.60 2.13 2.17
H -2.00 0.65 -2.72
H 0.48 -3.85 0.80
H -2.64 -1.02 1.38
H 0.71 2.41 -1.04
H 2.49 2.85 0.45
H 0.71 1.05 -1.73
H 0.07 -2.48 0.20
H -0.67 1.35 1.86
H -2.89 -0.46 -2.17
H 2.97 -0.54 -0.28
```

[4]
Here is a 2-piece molecular cluster, C11H11N2O5 overall at a distorted geometry from the Open Molecules 2025 dataset. Energies are from ωB97M-V/def2-TZVPD.

Calculated values
LUMO energy: -4.547 eV
HOMO-LUMO gap: 6.889 eV
multiplicity: 1
HOMO: -11.44 eV
DFT total energy: -911.006676 Ha
net charge: +1

Structure (XYZ):
```
29
C11H11N2O5 | the Open Molecules 2025 dataset | ωB97M-V/def2-TZVPD
O 0.28 -0.88 -0.46
O 1.01 3.71 4.92
O 1.71 1.60 0.09
O 1.94 5.37 2.95
O 0.69 -0.04 2.04
N -0.41 -4.53 -3.28
N -2.45 -3.43 -2.55
C 0.82 1.80 3.53
C 1.15 3.21 3.81
C -1.87 -4.78 -2.93
C -1.68 -0.72 -2.23
C 1.54 2.11 1.20
C -1.42 -2.32 -2.62
C 1.66 4.04 2.68
C 1.84 3.52 1.47
C -0.97 -0.47 -0.74
C 1.00 1.29 2.31
C -0.05 -3.07 -3.14
H -2.82 -0.48 -2.10
H 0.97 -2.51 -3.35
H -3.43 -3.21 -2.23
H -1.13 0.02 -2.96
H 0.91 -0.17 1.10
H 0.32 -5.24 -3.57
H -1.52 0.13 0.13
H 0.43 1.21 4.35
H -2.46 -5.79 -2.95
H 1.72 5.50 3.90
H 2.21 4.12 0.64
```

[5]
Here is an isolated ion of composition CH4O2PS and charge -1 at a distorted geometry from the Open Molecules 2025 dataset. Energies are from ωB97M-V/def2-TZVPD.

Calculated values
LUMO energy: 3.995 eV
HOMO-LUMO gap: 7.734 eV
multiplicity: 1
HOMO: -3.74 eV
DFT total energy: -930.668249 Ha
relative energy (zero: lowest compared OMol25 entry of this formula, charge and spin): 49.7 kJ/mol
net charge: -1

Structure (XYZ):
```
9
CH4O2PS | the Open Molecules 2025 dataset | ωB97M-V/def2-TZVPD
S -2.27 0.89 0.51
P -0.71 -0.30 0.02
O -0.48 -0.41 -1.60
O -0.66 -1.69 0.66
C 0.87 0.62 0.42
H 1.27 -0.13 1.14
H 0.52 1.47 1.05
H 1.52 0.77 -0.43
H -0.07 -1.23 -1.77
```

[6]
Here is C31H35AuClO2P2S2Se as an isolated structure at a distorted geometry from the Open Molecules 2025 dataset. Energies are from ωB97M-V/def2-TZVPD.

Calculated values
LUMO energy (alpha / beta): -0.099 / -1.422 eV
HOMO-LUMO gap (alpha / beta): 6.697 / 5.395 eV
multiplicity: 2
HOMO (alpha / beta): -6.80 / -6.82 eV
DFT total energy: -5829.194821 Ha
relative energy (zero: lowest compared OMol25 entry of this formula, charge and spin): 237.9 kJ/mol
net charge: 0

Structure (XYZ):
```
75
C31H35AuClO2P2S2Se | the Open Molecules 2025 dataset | ωB97M-V/def2-TZVPD
Au 0.14 -0.75 1.29
Se 0.87 2.58 0.21
Cl -2.43 1.82 0.29
S 1.00 -3.22 1.66
S 2.50 -0.43 1.23
P 2.36 -2.14 0.13
P -2.02 -1.33 0.54
O 3.84 -2.75 0.34
O 2.37 -1.70 -1.40
C -5.03 1.48 0.90
C -6.14 0.71 1.22
C -2.29 -3.34 2.39
C -2.60 -0.86 -3.52
C -3.81 0.86 0.71
C -2.78 -0.76 -2.14
C 0.48 5.40 0.52
C -3.66 -0.53 0.82
C 3.48 -0.99 -1.99
C 4.05 -5.05 1.12
C 2.76 8.43 0.88
C -2.40 -3.04 1.03
C -2.94 -5.61 1.94
C 2.79 4.63 0.83
C 1.42 4.35 0.58
C -1.56 -1.61 -4.03
C -2.56 -4.62 2.84
C 3.18 5.96 0.93
C -0.86 -2.17 -1.80
C -3.05 -5.31 0.59
C -4.79 -1.28 1.15
C -0.99 5.15 0.35
C 0.93 6.71 0.63
C -1.91 -1.41 -1.28
C -2.78 -4.03 0.13
C 3.83 3.56 0.99
C 4.13 -4.11 -0.06
C 2.28 7.01 0.81
C -0.69 -2.28 -3.18
C 3.77 -1.62 -3.34
C -6.01 -0.67 1.35
H -3.14 -6.61 2.30
H -3.35 -6.08 -0.11
H 3.27 8.63 1.82
H -6.88 -1.26 1.59
H -7.10 1.18 1.37
H 4.59 -1.09 -3.83
H -2.47 -4.85 3.90
H 4.35 -1.05 -1.34
H 5.13 -4.10 -0.48
H -2.86 -3.81 -0.92
H -1.37 4.55 1.19
H 4.23 6.18 1.10
H 3.47 8.64 0.07
H -4.70 -2.35 1.25
H 3.19 0.05 -2.09
H 4.54 3.59 0.15
H -5.12 2.55 0.80
H 2.88 -1.56 -3.98
H 4.40 3.72 1.91
H 3.43 -4.42 -0.85
H 0.21 7.52 0.57
H 3.08 -4.95 1.61
H 4.18 -6.09 0.80
H 4.83 -4.80 1.85
H 3.39 2.57 1.03
H 0.12 -2.88 -3.57
H -1.55 6.08 0.31
H -3.28 -0.35 -4.18
H -1.41 -1.68 -5.11
H 1.93 9.14 0.79
H 4.04 -2.67 -3.22
H -0.18 -2.69 -1.13
H -1.18 4.58 -0.56
H -1.98 -2.57 3.08
H -3.60 -0.17 -1.75
```

[7]
Here is C34H26BrN2O3PS2SrTe as an isolated structure at a distorted geometry from the Open Molecules 2025 dataset. Energies are from ωB97M-V/def2-TZVPD.

Calculated values
LUMO energy: -0.334 eV
HOMO-LUMO gap: 6.199 eV
multiplicity: 1
HOMO: -6.53 eV
DFT total energy: -5656.974647 Ha
net charge: 0

Structure (XYZ):
```
71
C34H26BrN2O3PS2SrTe | the Open Molecules 2025 dataset | ωB97M-V/def2-TZVPD
Te -0.81 2.32 -2.32
Sr -0.62 0.64 0.33
Br -4.31 1.31 7.43
S 1.85 2.44 -4.32
S -1.22 -1.42 1.75
P 0.09 -1.86 -0.98
O 0.02 -0.63 1.87
O -1.94 -0.99 0.53
O -2.03 -1.41 2.93
N 0.66 4.12 0.62
N -0.98 3.16 2.70
C 1.32 -2.68 -3.43
C -3.49 -3.14 -3.62
C 2.29 1.91 -1.88
C -0.75 -4.03 2.40
C -2.67 -4.11 -3.06
C -3.45 3.17 5.46
C -1.59 1.46 4.31
C -0.62 -3.05 1.43
C 0.11 -3.23 0.26
C 1.25 2.16 -2.73
C -0.13 -5.25 2.20
C 0.67 6.25 1.73
C -2.70 3.59 4.38
C 1.37 6.82 0.68
C -1.61 -3.75 -2.24
C 1.71 6.01 -0.40
C -0.48 4.33 2.73
C 0.31 4.90 1.64
C 1.35 4.67 -0.37
C -3.27 1.89 5.96
C -2.17 -1.44 -2.57
C 2.43 -3.02 -4.19
C 0.75 -4.45 0.09
C 3.86 -2.73 -2.29
C 3.69 -3.06 -3.63
C -3.24 -1.80 -3.38
C 0.63 -5.45 1.05
C 2.76 -2.38 -1.53
C -1.75 2.74 3.80
C -2.35 1.03 5.39
C -1.35 -2.40 -1.99
C 3.56 1.93 -2.51
C 3.48 2.21 -3.84
C 1.47 -2.38 -2.08
H -0.99 -4.51 -1.81
H -4.32 -3.44 -4.26
H -1.33 -3.82 3.29
H 1.62 4.01 -1.19
H 4.55 -3.34 -4.24
H -1.96 -0.38 -2.42
H 0.34 -2.65 -3.89
H 1.35 -4.64 -0.79
H 2.29 -3.26 -5.24
H 4.28 2.29 -4.56
H 0.38 6.84 2.59
H -2.24 0.02 5.76
H -4.18 3.84 5.91
H -0.60 4.97 3.61
H -0.22 -6.03 2.93
H 1.64 7.86 0.70
H 1.13 -6.39 0.90
H -2.87 4.57 3.96
H -3.87 -1.04 -3.80
H -2.86 -5.16 -3.25
H -0.85 0.81 3.89
H 2.14 1.74 -0.82
H 4.84 -2.74 -1.85
H 2.25 6.42 -1.24
H 2.89 -2.11 -0.49
H 4.49 1.74 -1.99
```

[8]
Here is C41H59N2O5ReSSb2Si as an isolated structure at a distorted geometry from the Open Molecules 2025 dataset. Energies are from ωB97M-V/def2-TZVPD.

Calculated values
LUMO energy (alpha / beta): -8.882 / -8.696 eV
HOMO-LUMO gap (alpha / beta): 6.387 / 6.991 eV
multiplicity: 2
HOMO (alpha / beta): -15.27 / -15.69 eV
DFT total energy: -3329.065029 Ha
net charge: +3

Structure (XYZ):
```
112
C41H59N2O5ReSSb2Si | the Open Molecules 2025 dataset | ωB97M-V/def2-TZVPD
Re -0.41 0.81 0.82
Sb -2.84 0.73 -0.29
Sb 0.21 2.63 -1.06
S -0.33 -1.24 0.49
Si -0.03 -5.33 -0.07
O 0.62 -5.09 1.34
O 1.37 1.61 1.51
O 0.87 -5.66 -1.29
O 3.19 1.35 2.69
O -1.57 -5.26 -0.23
N -0.19 0.41 3.21
N 1.19 0.52 3.47
C 2.05 -5.95 -3.36
C 1.89 -3.83 2.91
C -5.71 0.99 0.71
C -4.41 -1.22 -1.95
C 3.19 2.53 -1.61
C -1.12 3.18 -2.61
C -2.48 -4.71 1.99
C -2.06 -1.28 -2.48
C -4.67 -2.11 -2.98
C 2.24 -6.30 2.65
C 0.40 4.77 1.11
C -3.33 2.30 -1.63
C -3.11 -0.80 -1.70
C 0.67 -5.99 -2.75
C 4.34 2.09 -2.26
C 1.88 1.01 -2.98
C 1.65 6.64 -0.52
C -3.45 -3.78 -0.13
C 1.92 1.16 2.55
C -4.44 0.48 1.01
C 1.38 6.94 0.81
C -6.60 -0.08 2.67
C -3.63 -2.59 -3.76
C 0.67 4.47 -0.22
C 3.90 0.85 3.86
C -2.37 2.34 -2.83
C 1.96 1.99 -1.99
C 1.30 5.41 -1.04
C 0.75 6.01 1.63
C -6.78 0.70 1.54
C 1.99 -4.99 1.94
C -0.24 -4.93 -3.33
C 3.00 -4.72 0.85
C -2.32 -2.18 -3.51
C -5.34 -0.58 2.98
C 4.26 1.13 -3.26
C 3.03 0.59 -3.62
C 0.05 -7.37 -2.81
C -2.83 -4.98 0.54
C -3.68 -6.22 0.39
C -4.26 -0.29 2.16
H 2.27 -7.13 1.94
H 0.17 -3.93 -3.15
H 0.92 0.59 -3.27
H 5.16 0.81 -3.76
H -1.39 4.20 -2.33
H -3.41 -4.53 2.54
H 1.11 -4.02 3.65
H -0.09 -7.66 -3.85
H 1.46 -6.50 3.38
H -4.33 2.01 -1.97
H 3.20 -6.26 3.16
H -1.04 -0.98 -2.30
H 2.13 7.38 -1.15
H -2.79 -2.91 -0.05
H 2.49 -4.96 -3.24
H -1.85 -3.82 2.08
H -5.24 -0.86 -1.34
H 0.71 -8.10 -2.33
H -3.63 -3.98 -1.19
H 3.58 1.40 4.74
H -3.90 -6.41 -0.66
H -7.44 -0.31 3.31
H -5.68 -2.44 -3.17
H 3.25 3.29 -0.84
H -2.90 2.79 -3.67
H 1.98 -6.17 -4.42
H -3.41 3.26 -1.12
H -0.50 3.24 -3.50
H 2.77 -3.80 0.30
H -5.20 -1.17 3.88
H -0.11 4.06 1.76
H -0.92 -7.39 -2.32
H -5.87 1.61 -0.16
H -2.11 1.33 -3.16
H 1.51 5.19 -2.08
H 1.67 7.90 1.22
H -4.62 -6.09 0.92
H 1.57 0.23 4.36
H -1.97 -5.55 2.45
H -1.24 -4.98 -2.89
H -7.76 1.09 1.31
H -0.33 -5.07 -4.41
H -3.83 -3.27 -4.58
H 0.53 6.25 2.66
H -4.40 -3.54 0.35
H 2.70 -6.69 -2.89
H -3.18 -7.10 0.80
H 5.30 2.51 -1.98
H 4.95 1.04 3.66
H 3.99 -4.60 1.31
H -3.28 -0.69 2.41
H -0.50 -0.54 3.36
H 1.67 -2.90 2.38
H 2.84 -3.72 3.44
H -1.51 -2.54 -4.13
H 3.73 -0.22 3.96
H 3.06 -5.54 0.15
H 2.98 -0.15 -4.40
H -0.69 1.04 3.83
```

Question: What is the DFT total energy in the fourth record?
Answer: -911.006676 Ha

Question: What is the formula in the fourth record?
Answer: C11H11N2O5

Question: net charge of number 2 (C2H8N3)?
Answer: +1

Question: Which formula does entry 4 have?
Answer: C11H11N2O5